The following is a DFT calculation (ωB97M-V/def2-TZVPD) of a structure of composition C2H5NO2S in a non-equilibrium geometry.

```
! RIJCOSX wB97M-V def2-TZVPD def2/J DEFGRID3
* xyz 0 1
C 0.30050 -0.26960 -0.52836
C -0.44768 -0.31259 1.00061
N -0.75245 0.53737 -1.14436
O -2.66435 -1.09207 -0.43656
O -2.56183 1.21859 0.55055
S -1.89559 0.05302 0.01861
H 1.28296 0.20218 -0.46679
H 0.45325 -1.36641 -0.69788
H -0.49992 -1.33451 1.31355
H -0.39425 0.47635 1.73765
H -0.96344 0.16328 -1.99095
*
```

Computed properties:
E_tot = -18573.4278 eV
relative energy (zero: lowest compared OMol25 entry of this formula, charge and spin) = 206.6 kJ/mol
LUMO = 0.734 eV
HOMO-LUMO gap = 0.4196 Ha